# 1
108
Properties=species:S:1:pos:R:3:mulliken_spin:R:1 method="wB97M-V/def2-TZVPD" relative_energy_ev=0.0000 energy_ev=-172900.145 orbital_gap_ha="0.247 / 0.224" e_homo_ev="-4.6 / -3.9" multiplicity=2 charge=-1
Mn -0.145 -0.364 0.371 1.05
C -3.143 1.082 -3.939 0.00
S -2.311 -0.514 -3.953 0.00
C -1.439 -0.541 -2.413 0.00
S -1.371 0.778 -1.350 0.00
N -0.848 -1.704 -2.270 0.01
N -0.082 -1.761 -1.149 -0.06
C 0.701 -2.783 -1.055 -0.02
C 1.685 -2.751 0.009 -0.02
C 2.527 -3.828 0.307 0.00
C 3.491 -3.665 1.281 -0.01
C 3.592 -2.444 1.941 0.00
C 2.705 -1.439 1.602 -0.01
N 1.781 -1.580 0.658 0.00
H -4.063 0.974 -4.512 0.00
H -2.519 1.859 -4.378 0.00
H -3.392 1.353 -2.916 0.00
H 0.692 -3.573 -1.800 0.00
H 2.418 -4.762 -0.229 0.00
H 4.158 -4.481 1.531 0.00
H 4.333 -2.275 2.711 0.00
H 2.709 -0.480 2.107 0.00
S -0.121 2.178 4.208 0.00
C -0.403 3.186 2.855 -0.01
C -0.392 2.480 1.691 0.02
C -0.160 1.069 1.828 -0.07
C 0.015 0.788 3.165 0.04
C 0.071 -0.560 3.699 -0.02
C 0.108 -0.867 5.068 0.00
C 0.126 -2.186 5.465 0.00
C 0.110 -3.191 4.501 0.00
C 0.079 -2.800 3.174 0.01
N 0.062 -1.534 2.779 0.00
H -0.553 4.247 2.989 0.00
H -0.567 2.961 0.736 0.00
H 0.104 -0.069 5.799 0.00
H 0.144 -2.435 6.519 0.00
H 0.116 -4.239 4.769 0.00
H 0.065 -3.541 2.378 0.00
Cl -7.074 -1.311 3.395 0.00
C -6.233 -0.297 2.243 0.00
C -5.928 0.995 2.615 0.00
C -5.222 1.803 1.742 0.00
C -4.878 1.317 0.495 0.00
C -5.226 0.030 0.125 0.00
Cl -4.865 -0.459 -1.500 0.00
C -5.870 -0.848 1.009 0.00
N -6.179 -2.175 0.698 0.00
C -5.171 -3.050 0.149 0.00
C -5.499 -3.768 -0.995 0.00
C -4.574 -4.599 -1.598 0.00
C -3.298 -4.703 -1.056 0.00
C -2.982 -4.006 0.095 0.00
C -3.909 -3.180 0.733 0.00
C -3.513 -2.463 1.992 -0.01
C -2.702 -1.163 1.766 0.03
O -2.863 -0.234 2.547 0.00
O -1.897 -1.255 0.779 0.01
H -6.205 1.339 3.601 0.00
H -4.926 2.799 2.040 0.00
H -4.322 1.920 -0.208 0.00
H -6.686 -2.612 1.455 0.00
H -6.484 -3.623 -1.421 0.00
H -4.833 -5.138 -2.501 0.00
H -2.550 -5.323 -1.535 0.00
H -1.986 -4.075 0.517 0.00
H -2.844 -3.114 2.563 0.00
H -4.367 -2.243 2.630 0.00
C 4.748 1.471 1.618 0.00
Si 3.864 2.654 0.445 -0.01
C 5.216 3.515 -0.545 0.00
C 2.993 3.946 1.489 0.00
Sb 2.033 1.413 -0.861 0.05
Si 3.476 0.147 -2.560 0.00
C 2.356 -0.739 -3.780 0.00
C 4.686 1.206 -3.545 0.00
C 4.501 -1.154 -1.661 0.00
Si 1.288 3.283 -2.451 0.00
C 2.618 4.559 -2.860 0.00
C -0.118 4.266 -1.687 0.00
C 0.732 2.527 -4.080 0.00
H 5.650 1.959 2.000 0.00
H 5.048 0.536 1.143 0.00
H 4.116 1.229 2.475 0.00
H 5.890 4.000 0.169 0.00
H 4.825 4.282 -1.212 0.00
H 5.807 2.818 -1.140 0.00
H 3.720 4.497 2.094 0.00
H 2.261 3.483 2.153 0.00
H 2.454 4.666 0.868 0.00
H 1.984 -0.061 -4.550 0.00
H 1.489 -1.196 -3.300 0.00
H 2.926 -1.530 -4.277 0.00
H 4.219 2.102 -3.957 0.00
H 5.083 0.620 -4.380 0.00
H 5.529 1.519 -2.927 0.00
H 3.883 -1.995 -1.343 0.00
H 5.009 -0.761 -0.779 0.00
H 5.264 -1.538 -2.346 0.00
H 2.805 5.223 -2.013 0.00
H 2.247 5.175 -3.686 0.00
H 3.568 4.122 -3.167 0.00
H 0.182 4.725 -0.743 0.00
H -0.995 3.645 -1.509 0.00
H -0.399 5.069 -2.377 0.00
H 1.586 2.354 -4.739 0.00
H 0.059 3.228 -4.584 0.00
H 0.198 1.585 -3.945 0.00

# 2
112
Properties=species:S:1:pos:R:3:lowdin_charge:R:1 method="wB97M-V/def2-TZVPD" relative_energy_ev=1.4621 energy_ev=-116650.184 orbital_gap_ha=0.150 e_homo_ev=-1.3 multiplicity=1 charge=-2
Rb 0.685 0.657 -0.065 0.61
C 1.979 -1.166 4.372 -0.30
P 0.682 -0.471 3.269 0.81
C -0.757 -1.453 3.836 -0.30
C 0.347 1.142 4.119 -0.45
C 1.551 2.086 4.101 -0.44
P 2.102 2.588 2.391 0.83
C 1.714 4.379 2.417 -0.30
C 3.916 2.614 2.629 -0.30
H 1.710 -1.100 5.431 0.04
H 2.932 -0.662 4.210 0.02
H 2.117 -2.216 4.108 0.04
H -0.913 -1.386 4.917 0.03
H -0.590 -2.493 3.551 0.03
H -1.655 -1.123 3.313 0.01
H 0.031 0.954 5.153 0.07
H -0.498 1.601 3.595 0.07
H 2.401 1.603 4.591 0.06
H 1.332 2.984 4.691 0.07
H 2.206 4.905 3.242 0.03
H 0.632 4.500 2.477 0.03
H 2.022 4.813 1.465 0.03
H 4.231 3.112 3.552 0.03
H 4.373 3.108 1.769 0.03
H 4.300 1.591 2.603 0.03
C 4.092 -1.794 0.411 -0.07
C 4.482 -0.415 -0.026 -0.45
C 5.732 0.192 0.063 -0.14
C 5.561 1.504 -0.447 -0.15
C 4.218 1.595 -0.799 -0.47
C 3.484 2.777 -1.352 -0.08
N 3.559 0.431 -0.555 -0.02
H 4.972 -2.422 0.571 0.06
H 3.462 -2.285 -0.335 0.07
H 3.522 -1.788 1.348 0.05
H 6.642 -0.261 0.436 0.06
H 6.307 2.283 -0.541 0.06
H 4.157 3.635 -1.444 0.06
H 2.659 3.087 -0.700 0.04
H 3.054 2.589 -2.342 0.06
O -0.247 -0.023 -2.917 0.05
C -1.089 -0.378 -3.704 -0.48
C -2.569 -0.388 -3.414 -0.09
C -3.223 0.654 -4.356 -0.17
C -2.313 1.825 -4.790 -0.19
C -1.396 1.548 -5.993 -0.18
C -0.251 0.576 -5.707 -0.18
N -0.768 -0.630 -5.046 0.06
H -2.711 -0.130 -2.367 0.09
H -2.995 -1.381 -3.573 0.12
H -4.104 1.054 -3.852 0.10
H -3.594 0.156 -5.259 0.10
H -1.710 2.166 -3.946 0.09
H -2.956 2.670 -5.050 0.11
H -0.978 2.493 -6.352 0.11
H -2.006 1.150 -6.815 0.10
H 0.485 1.015 -5.035 0.12
H 0.268 0.297 -6.626 0.11
H -1.581 -0.971 -5.545 0.11
C -4.784 -1.309 -0.134 -0.05
C -3.433 -1.410 0.184 -0.14
N -2.794 -0.479 0.886 0.10
C -3.494 0.561 1.319 -0.11
C -4.859 0.749 1.079 -0.20
C -5.507 -0.217 0.311 -0.03
C -5.432 2.014 1.546 -0.01
C -6.638 2.363 2.022 -0.04
C -7.807 1.552 2.337 -0.27
C -8.962 2.181 2.824 -0.02
C -10.040 1.384 3.138 -0.15
N -10.019 0.057 3.008 0.06
C -8.877 -0.443 2.550 -0.21
N -7.783 0.219 2.206 0.14
H -5.252 -2.083 -0.728 0.10
H -2.838 -2.258 -0.140 0.02
H -2.937 1.313 1.870 0.12
H -6.552 -0.109 0.065 0.10
H -4.714 2.828 1.498 0.10
H -6.770 3.412 2.266 0.10
H -9.002 3.254 2.948 0.10
H -10.961 1.820 3.512 0.10
H -8.830 -1.522 2.444 0.11
C -2.214 2.449 -1.244 0.00
C -1.332 3.549 -0.604 -0.56
O -0.350 3.079 0.150 -0.32
C -0.752 4.401 -1.769 -0.54
F -0.105 3.603 -2.644 0.13
F 0.123 5.330 -1.368 0.15
F -1.698 5.062 -2.504 0.10
C -2.281 4.452 0.239 -0.53
F -3.441 4.805 -0.388 0.10
F -1.713 5.602 0.642 0.14
F -2.668 3.806 1.362 0.11
H -1.565 1.683 -1.667 0.05
H -2.874 2.839 -2.024 0.09
H -2.821 1.995 -0.468 0.06
O -0.664 -8.276 0.017 -0.27
S -0.312 -7.661 1.571 0.85
O -1.512 -7.939 2.368 -0.48
N -0.193 -6.082 1.294 -0.25
C -0.867 -5.421 0.368 -0.85
S -0.764 -3.749 0.237 0.62
C -1.704 -6.192 -0.603 -0.18
C -2.630 -5.565 -1.439 -0.06
C -3.377 -6.274 -2.359 -0.11
C -3.205 -7.651 -2.475 -0.11
C -2.301 -8.300 -1.660 -0.03
C -1.560 -7.575 -0.729 -0.29
H -2.723 -4.492 -1.340 0.06
H -4.088 -5.760 -2.994 0.09
H -3.781 -8.215 -3.199 0.09
H -2.141 -9.370 -1.710 0.11

# 3
115
Properties=species:S:1:pos:R:3:lowdin_charge:R:1 method="wB97M-V/def2-TZVPD" relative_energy_ev=2.4134 energy_ev=-94509.304 orbital_gap_ha=0.259 e_homo_ev=-7.2 multiplicity=1
Li 0.626 0.336 3.598 0.69
Li -0.906 -3.575 -0.144 0.73
S -0.241 -0.463 0.562 0.32
O -1.590 0.124 0.366 -0.32
O 0.198 -0.059 1.893 -0.38
O -0.367 -1.915 0.527 -0.38
O 0.640 -0.089 -0.441 -0.26
C -3.178 -3.895 0.998 -0.03
O -2.112 -4.894 0.699 -0.13
H -3.925 -4.103 0.411 0.03
H -2.794 -2.941 0.929 0.03
H -3.609 -4.172 2.011 0.13
H -2.208 -5.368 1.440 0.01
C -0.980 -2.696 -3.522 -0.09
O -0.404 -2.860 -2.198 -0.12
H -2.007 -2.207 -3.496 0.10
H -1.203 -3.567 -4.182 0.10
H -0.398 -1.924 -4.009 0.07
H 0.201 -2.220 -2.073 -0.02
C -1.167 -1.689 4.695 -0.17
O -0.533 -0.625 5.233 -0.09
H -2.257 -1.726 5.283 0.16
H -0.551 -2.606 4.901 0.09
H -1.172 -1.508 3.530 0.11
H -0.654 -0.864 6.027 -0.03
C -0.364 3.336 4.577 -0.08
O -0.195 2.357 3.511 -0.15
H -0.234 2.719 5.535 0.11
H -1.210 3.885 4.547 0.03
H 0.299 4.244 4.633 0.10
H -0.868 2.477 2.894 0.04
C -0.455 3.645 -2.861 0.02
C -1.365 3.548 -3.943 -0.05
C -1.688 2.440 -4.538 -0.32
C -1.169 1.240 -4.231 0.01
C -0.369 1.289 -3.115 0.00
C 0.003 2.410 -2.351 -0.34
O 0.878 2.247 -1.332 0.00
O -2.605 2.508 -5.619 0.08
H 0.059 4.629 -2.505 0.16
H -1.875 4.352 -4.103 0.07
H -1.230 0.420 -4.678 0.05
H 0.228 0.399 -2.866 0.11
H 0.630 1.281 -0.974 0.05
H -2.595 3.215 -6.110 0.00
C 5.704 1.244 2.947 -0.01
C 4.404 1.916 2.933 0.02
C 3.421 1.587 2.046 -0.40
C 3.700 0.936 0.979 0.02
C 5.131 0.388 0.803 0.05
C 5.997 0.592 1.804 -0.39
O 7.343 0.175 1.709 -0.01
O 2.287 2.433 1.972 -0.04
H 6.432 1.360 3.634 0.08
H 4.278 2.642 3.978 0.19
H 3.046 0.721 0.147 0.10
H 5.272 -0.197 -0.166 0.13
H 7.503 -0.283 0.809 0.14
H 1.335 2.146 1.602 0.15
C 3.224 -0.434 -2.735 0.00
C 4.005 -0.245 -3.865 0.01
C 4.994 -1.092 -4.226 -0.34
C 5.078 -2.242 -3.534 -0.02
C 4.318 -2.420 -2.386 -0.01
C 3.403 -1.503 -1.958 -0.36
O 2.659 -1.554 -0.843 0.06
O 5.551 -0.939 -5.467 0.07
H 2.526 0.236 -2.543 0.06
H 3.758 0.495 -4.555 0.11
H 5.862 -3.063 -3.686 0.15
H 4.506 -3.282 -1.790 0.11
H 1.899 -1.125 -0.557 -0.01
H 5.359 -0.523 -6.231 0.05
C 3.533 -4.531 4.111 -0.03
C 2.272 -4.564 3.609 -0.03
C 1.668 -3.437 3.049 -0.21
C 2.493 -2.274 2.896 -0.02
C 3.681 -2.222 3.473 -0.02
C 4.250 -3.374 4.015 -0.30
O 5.552 -3.324 4.535 0.02
O 0.390 -3.524 2.451 0.03
H 3.917 -5.384 4.802 0.16
H 1.925 -5.485 3.429 0.08
H 2.097 -1.528 2.359 0.05
H 4.282 -1.222 3.403 0.15
H 6.066 -2.656 4.051 0.10
H 0.324 -2.823 1.906 -0.05
C -5.427 -1.569 -1.965 0.01
C -6.093 -0.974 -3.069 -0.04
C -5.679 0.164 -3.744 -0.35
C -4.637 0.870 -3.312 -0.02
C -3.832 0.367 -2.225 0.01
C -4.257 -0.798 -1.526 -0.28
O -3.597 -1.140 -0.351 -0.11
O -6.494 0.619 -4.795 0.02
H -5.947 -2.420 -1.430 0.12
H -7.048 -1.341 -3.417 0.11
H -4.285 1.850 -3.757 0.13
H -3.036 0.981 -1.931 0.06
H -2.823 -0.643 0.322 0.13
H -6.226 1.439 -5.179 0.08
C -4.279 3.525 1.794 -0.01
C -4.500 4.812 1.238 -0.02
C -3.925 5.144 0.025 -0.38
C -3.077 4.238 -0.609 0.02
C -2.771 2.916 -0.013 0.03
C -3.448 2.554 1.195 -0.35
O -3.281 1.368 1.771 0.04
O -4.202 6.216 -0.708 0.06
H -4.800 3.244 2.694 0.10
H -5.227 5.433 1.648 0.09
H -2.538 4.407 -1.559 0.09
H -2.036 2.201 -0.577 0.11
H -2.574 0.856 1.356 0.02
H -4.689 6.924 -0.291 0.11

# 4
104
Properties=species:S:1:pos:R:3:mulliken_spin:R:1 method="wB97M-V/def2-TZVPD" relative_energy_ev=0.2094 energy_ev=-60191.941 orbital_gap_ha="0.238 / 0.091" e_homo_ev="-9.6 / -9.6" multiplicity=2 charge=+1
C 1.058 5.442 1.035 0.00
C 1.883 4.584 1.945 0.00
N 2.522 3.847 2.603 0.00
H 0.178 5.844 1.536 0.00
H 0.657 4.690 0.355 0.00
H 1.580 6.197 0.447 0.00
C -1.654 2.036 -3.055 0.00
C -2.287 2.453 -4.301 0.00
N -2.811 2.804 -5.316 0.00
H -0.727 1.550 -3.360 0.00
H -2.341 1.338 -2.578 0.00
H -1.551 2.986 -2.529 0.00
C -1.553 0.098 3.586 0.02
C -2.339 1.236 3.951 0.00
N -2.983 2.156 4.227 0.00
H -0.574 0.134 4.064 0.00
H -1.527 0.126 2.496 -0.02
H -2.139 -0.738 3.968 0.00
C 3.841 -3.042 3.423 0.00
C 3.211 -2.459 2.227 0.00
N 2.740 -1.985 1.318 0.00
H 4.682 -3.702 3.208 0.00
H 3.062 -3.450 4.067 0.00
H 4.145 -2.199 4.044 0.00
N -3.727 3.236 0.987 0.00
C -4.590 2.259 0.643 0.00
C -4.914 2.352 -0.691 0.00
C -4.181 3.465 -1.172 0.00
C -3.381 3.918 -0.101 0.00
H -3.316 3.248 1.909 0.00
H -5.102 1.626 1.353 0.00
H -5.647 1.821 -1.281 0.00
H -4.322 3.866 -2.165 0.00
H -2.721 4.768 -0.014 0.00
N 0.950 -0.036 0.208 0.00
C 1.085 1.313 0.128 0.00
C -0.195 1.745 -0.208 0.00
C -1.121 0.747 -0.079 0.00
C -0.387 -0.412 0.190 0.01
H 1.760 -0.621 0.358 0.00
H 1.993 1.866 0.319 0.00
H -0.459 2.757 -0.480 0.00
H -2.192 0.786 -0.215 0.00
H -0.742 -1.408 0.410 0.00
N 2.558 5.377 -3.069 0.00
C 2.451 4.029 -3.509 0.00
C 3.077 3.275 -2.582 0.00
C 3.500 4.107 -1.514 0.00
C 3.223 5.414 -1.904 0.00
H 2.347 6.142 -3.694 0.00
H 2.043 3.777 -4.477 0.00
H 3.160 2.199 -2.634 0.00
H 4.039 3.840 -0.617 0.00
H 3.295 6.333 -1.341 0.00
N 6.718 -0.061 -1.651 0.00
C 6.911 1.160 -1.053 0.00
C 5.759 1.572 -0.542 0.00
C 4.756 0.685 -0.943 0.00
C 5.394 -0.273 -1.751 0.00
H 7.471 -0.631 -2.008 0.00
H 7.918 1.521 -0.903 0.00
H 5.542 2.464 0.027 0.00
H 3.704 0.687 -0.702 0.00
H 5.038 -1.144 -2.282 0.00
N -6.163 -0.662 2.058 0.01
C -5.761 -1.060 3.307 0.00
C -4.584 -1.689 3.221 0.00
C -4.138 -1.553 1.944 -0.02
C -5.142 -0.918 1.191 0.00
H -7.045 -0.219 1.843 0.00
H -6.462 -0.932 4.119 0.00
H -4.127 -2.057 4.127 0.00
H -3.196 -1.920 1.563 0.04
H -5.203 -0.643 0.148 0.00
N 2.403 -2.106 -4.960 0.00
C 2.980 -3.238 -4.560 0.00
C 3.045 -3.213 -3.149 0.00
C 2.547 -1.935 -2.782 0.00
C 2.066 -1.308 -3.872 0.00
H 2.101 -1.926 -5.906 0.00
H 3.272 -3.974 -5.294 0.00
H 3.432 -3.948 -2.459 0.00
H 2.399 -1.605 -1.764 0.00
H 1.604 -0.355 -4.084 0.00
N -1.429 -3.469 2.158 -0.06
C -0.449 -3.024 3.019 0.19
C -0.803 -3.564 4.263 0.15
C -2.050 -4.142 4.179 0.15
C -2.354 -4.273 2.822 0.33
H -1.412 -3.296 1.163 0.01
H 0.397 -2.528 2.566 0.18
H -0.243 -3.450 5.179 0.00
H -2.596 -4.474 5.050 0.00
H -3.102 -4.773 2.225 0.00
N -1.932 -5.516 -0.371 0.00
C -0.641 -5.287 -0.606 0.00
C -0.452 -3.962 -0.929 0.00
C -1.707 -3.460 -1.136 0.00
C -2.609 -4.398 -0.646 0.00
H -2.278 -6.437 -0.140 0.00
H 0.119 -6.032 -0.419 0.00
H 0.477 -3.467 -1.169 0.00
H -2.044 -2.506 -1.514 0.00
H -3.688 -4.400 -0.700 0.00